Entry 1
5
Properties=species:S:1:pos:R:3:mulliken_charge:R:1 method="wB97M-V/def2-TZVPD" charge=0 smiles="C=C=O" homo_ev=-9.493
C -1.443 -0.814 -0.038 0.76
C -0.303 -0.232 0.009 -0.96
O -2.420 -1.414 0.037 -0.33
H -0.466 0.701 -0.369 0.24
H 0.518 -0.290 0.731 0.28

=====

Entry 2
5
Properties=species:S:1:pos:R:3:mulliken_charge:R:1 method="wB97M-V/def2-TZVPD" charge=0 homo_ev="-11.653 / -11.674"
C 0.537 -0.664 0.913 -0.37
C 0.216 -1.357 1.812 0.25
O -0.110 0.587 -1.218 -0.59
H -0.853 1.101 -1.235 0.30
H 0.211 0.333 -0.271 0.41

=====

Referenced to the most stable arrangement, the calculated values in eV are entry 1 0.000; entry 2 7.711.

=====

Entry 1
10
Properties=species:S:1:pos:R:3:mulliken_charge:R:1 method="wB97M-V/def2-TZVPD" charge=0 smiles="C=C(I)CO" homo_ev=-9.366
C 1.432 0.526 -0.247 -0.67
C 0.374 -0.169 -0.425 0.01
C -0.572 -0.466 0.645 -0.39
O -1.891 -0.135 0.342 -0.49
I -0.386 -0.950 -2.230 0.11
H 2.059 1.045 -1.026 0.26
H 1.687 0.768 0.783 0.25
H -0.310 0.256 1.398 0.30
H -0.488 -1.478 0.982 0.32
H -1.905 0.603 -0.222 0.30

=====

Entry 2
10
Properties=species:S:1:pos:R:3:mulliken_charge:R:1 method="wB97M-V/def2-TZVPD" charge=0 homo_ev="-8.106 / -8.106"
C 0.081 -1.892 0.037 -0.57
C -0.043 -0.718 -0.306 0.41
C 0.549 1.462 0.039 -0.64
O 0.366 0.363 -0.746 -0.22
I -2.942 0.429 0.101 -0.45
H -0.765 -2.417 0.249 0.28
H 1.032 -2.505 -0.227 0.26
H -0.090 1.377 0.904 0.35
H 0.264 2.479 -0.428 0.24
H 1.548 1.422 0.376 0.33

=====

Entry 3
10
Properties=species:S:1:pos:R:3:mulliken_charge:R:1 method="wB97M-V/def2-TZVPD" charge=0 homo_ev=-8.986
C 1.494 -0.046 0.804 -0.69
C 0.591 0.661 0.038 0.00
C -0.835 -0.313 -0.756 -0.38
O -1.493 -1.064 0.241 -0.50
I 0.722 2.589 -0.721 0.06
H 2.383 0.450 1.179 0.29
H 1.342 -0.930 1.404 0.29
H -0.260 -0.870 -1.466 0.28
H -1.622 0.263 -1.254 0.35
H -2.322 -0.740 0.531 0.30

=====

Referenced to the most stable arrangement, the calculated values in eV are entry 1 0.000; entry 2 2.398; entry 3 1.237.

=====

Entry 1
19
Properties=species:S:1:pos:R:3:lowdin_spin:R:1 method="wB97M-V/def2-TZVPD" spin_multiplicity=2 charge=0 homo_ev="-10.252 / -10.241"
O 2.757 -0.064 -0.341 0.20
C 1.762 -0.395 0.343 0.10
O 1.640 -1.233 1.303 0.38
C 0.303 0.025 -0.082 0.15
C -0.413 0.405 1.186 0.01
C -1.657 1.211 1.016 0.00
C -2.890 0.658 1.203 0.01
N -0.277 -1.173 -0.648 0.12
H 0.309 0.974 -0.880 0.01
H 0.388 0.854 1.823 0.00
H -0.761 -0.616 1.729 0.00
H -1.389 2.219 1.078 0.00
H -2.840 -0.476 1.316 0.00
H -3.857 1.079 1.108 0.00
H -0.318 -1.965 0.002 0.00
H 0.264 -1.528 -1.436 0.00
H 0.028 1.056 -3.155 0.00
H -0.940 0.192 -2.183 0.00
O -0.844 0.672 -3.070 0.00

=====

Entry 2
19
Properties=species:S:1:pos:R:3:lowdin_spin:R:1 method="wB97M-V/def2-TZVPD" spin_multiplicity=2 charge=0 homo_ev="-9.564 / -9.564"
C 0.821 -2.433 -1.299 0.02
C 0.089 -1.327 -2.007 0.03
O -1.061 -1.600 -2.475 0.74
O 0.550 -0.209 -2.206 0.19
H 0.197 -2.792 -0.480 0.00
H 1.763 -2.033 -0.924 0.01
H 1.070 -3.259 -1.962 0.00
C -0.528 0.321 1.146 0.00
C -1.656 1.313 1.546 0.00
C 0.807 1.063 1.026 0.00
O 1.531 1.124 1.993 0.00
N 0.969 1.878 -0.066 0.00
H -0.372 -0.494 1.844 0.00
H -0.785 -0.102 0.168 0.00
H -2.474 1.251 0.830 0.00
H 1.929 2.145 -0.177 0.00
H 0.462 1.802 -0.916 0.00
H -1.278 2.325 1.437 0.00
H -2.034 1.029 2.522 0.00

=====

Referenced to the most stable arrangement, the calculated values in eV are entry 1 2.307; entry 2 0.000.